Here is a 8-piece molecular cluster, C40H96F8N6O18P2S8 overall from OMol25. Energies are from ωB97M-V with the def2-TZVPD basis set.

```
178
Properties=species:S:1:pos:R:3:forces:R:3:lowdin_charge:R:1
S -25.6785 5.4088 16.2583 0.6090 -2.9754 -5.7744 0.467
S -30.5781 3.5733 14.1584 2.4071 -1.0114 -1.9795 0.461
S -30.0194 -5.4228 16.9405 -2.3478 1.7659 0.6484 0.445
S -26.2946 5.8968 18.5406 -3.0446 1.0831 2.5154 0.509
S -32.3682 4.8841 15.3117 -1.4809 0.3396 3.6378 0.518
S -28.5207 2.6083 21.2874 1.8882 2.7656 -0.2170 0.507
S -29.1976 -7.0554 15.2747 1.1145 -0.9977 1.2399 0.482
S -30.8072 1.8838 20.7892 -4.1649 -1.3672 -0.0058 0.436
P -24.9670 -2.9852 16.6538 -0.6252 1.3306 0.1349 1.013
P -33.1627 -6.4464 12.1256 0.0015 -1.3748 0.0302 1.004
F -26.3288 4.6572 14.9650 -0.5404 0.5100 0.3503 -0.220
F -31.8485 1.8837 19.5710 0.4913 0.3422 -0.2577 -0.191
F -31.0043 -5.4437 18.1702 0.4485 -0.2860 0.2503 -0.159
F -28.2904 -8.3245 15.4534 -0.3313 -0.4665 0.0456 -0.168
F -29.0079 3.7610 13.9823 0.0160 0.1705 0.3397 -0.182
F -32.5025 4.9986 16.9063 0.3446 0.5334 -0.1197 -0.194
F -27.7186 6.2439 19.1933 0.0794 -0.2140 0.0091 -0.190
F -27.8636 4.0504 21.1786 -0.0074 -0.0989 -0.7981 -0.188
O -33.2232 3.7766 15.0846 0.4949 -0.4907 -1.0950 -0.241
O -30.6907 2.1879 14.4546 -0.2792 -0.0560 0.6154 -0.254
O -31.6711 8.8011 17.8523 0.1650 -0.0672 0.3917 -0.160
O -24.7836 4.3608 16.6362 0.4640 0.8856 1.1433 -0.265
O -28.9513 -4.5657 17.3446 0.3465 -0.3405 0.0979 -0.290
O -30.8858 -4.9362 15.8915 0.4105 0.1672 -0.1945 -0.319
O -25.7734 4.8696 19.3529 0.1549 -0.5997 -0.4769 -0.219
O -25.2090 6.6033 15.6455 -0.1302 0.4369 0.9679 -0.246
O -30.4368 0.4995 20.8581 0.6877 0.2405 -0.0624 -0.289
O -27.5255 1.7291 20.7785 -0.1296 -0.4189 -0.2265 -0.268
O -29.2882 -0.1965 16.8550 0.6403 0.1531 -0.4402 -0.196
O -31.1065 4.0451 12.9241 -0.4671 0.3484 0.1860 -0.253
O -25.6625 7.1690 18.5169 0.4549 -0.0282 -0.6635 -0.246
O -28.8476 2.6289 22.6655 -0.6970 -1.0518 0.1845 -0.241
O -31.5868 2.4114 21.8527 0.0921 0.1294 0.2031 -0.258
O -30.1732 -7.4282 14.3109 -0.5303 -0.1699 -0.4069 -0.289
O -32.7693 6.1704 14.8598 0.9504 0.2502 -0.5064 -0.254
O -28.2287 -6.0591 14.9388 -0.1437 0.4177 -0.3248 -0.302
N -29.7498 2.8783 20.2110 1.7573 -0.4948 1.2331 -0.300
N -30.7377 4.5834 15.3908 -2.1327 -0.0637 -1.1719 -0.339
N -27.0245 5.4511 17.0956 2.0064 1.0590 1.7906 -0.324
N -29.0428 3.3933 17.4507 -0.3566 1.1673 0.0095 0.216
N -29.7518 -6.9611 16.8108 1.0210 -0.0235 -1.7952 -0.273
N -29.2803 7.0030 16.0160 0.5037 0.4715 0.2744 0.205
C -32.7108 -8.6721 10.3471 -0.2445 -0.2418 1.7062 -0.240
C -25.0630 -4.7237 16.2553 -0.1519 -0.1562 -0.2414 -0.265
C -23.2666 1.4306 16.9974 -0.4208 0.5668 0.0792 -0.101
C -35.7871 -8.9724 14.2936 0.4455 -0.2157 -0.0378 -0.256
C -23.4898 -0.7631 15.6352 0.5229 0.4318 0.0818 -0.231
C -33.0631 -3.9259 13.1899 0.1387 0.7251 0.5930 -0.253
C -25.7807 -3.5540 19.3714 0.7096 1.1133 -1.0778 -0.198
C -32.1796 -5.0791 12.7042 -0.6810 -0.0190 0.0496 -0.254
C -34.3817 -5.9273 10.9023 -0.2757 0.0840 0.4115 -0.277
C -31.8722 -9.9351 10.2639 0.9979 -0.2324 -0.8507 -0.276
C -34.9346 -4.7267 8.7197 -0.4521 0.4541 -0.1500 -0.264
C -32.8384 9.5677 17.7271 -0.7268 0.2210 -0.7575 -0.102
C -24.9223 -2.6561 18.4229 1.0834 -0.4500 0.7652 -0.268
C -32.6022 -11.1088 9.6149 0.4050 0.1763 -0.0117 -0.104
C -30.8818 8.7158 16.7046 0.1354 0.0991 0.1073 -0.195
C -33.0408 -1.4404 13.7288 -0.1416 0.0787 -0.6427 -0.093
C -24.6975 -6.9261 17.4800 0.3793 -0.1711 -1.0618 -0.242
C -34.0557 -7.2343 13.4968 0.0582 0.0873 0.0929 -0.240
C -35.0244 -8.3494 13.1155 -0.7575 0.3365 -0.4074 -0.260
C -27.1405 1.7770 17.3317 0.6422 0.1486 0.6609 -0.005
C -30.1264 -1.2739 17.2593 0.8933 0.3991 -0.3658 -0.050
C -22.9639 -0.0729 16.8778 -0.7382 1.6117 1.4652 -0.251
C -37.0651 -9.6431 13.8155 0.3518 -0.5172 -0.7628 -0.112
C -26.7486 -2.5678 14.5673 -0.2300 -0.1807 -0.1090 -0.229
C -27.5543 -0.2260 13.8201 0.6803 -0.8773 -0.4765 -0.076
C -29.5598 8.0532 17.0940 0.0026 -1.3429 -0.4870 -0.282
C -33.8723 -5.0510 9.7838 0.1003 0.7079 -1.7040 -0.250
C -27.8361 -1.7282 13.9199 -1.0876 0.5991 -0.0484 -0.252
C -32.0727 -7.6621 11.3373 -0.0583 0.7256 -1.1673 -0.244
C -25.1157 -7.7849 16.2738 0.6864 0.2394 0.3018 -0.094
C -28.3418 8.9418 17.1641 0.0690 0.1320 -0.0030 -0.022
C -29.5453 1.0156 17.5247 -0.7931 -0.9844 1.0385 -0.203
C -24.0777 -5.5933 17.0679 -0.2722 0.6952 0.3288 -0.238
C -26.4383 -2.1625 16.0264 -0.3702 -0.5576 -1.1519 -0.239
C -28.5829 2.0572 16.9986 -0.6258 -1.0687 -0.7834 -0.304
C -27.2006 -3.0369 19.5211 -0.1800 0.1094 1.4381 -0.249
C -23.5371 -2.2797 15.7834 -0.1636 -0.6883 -1.2277 -0.257
C -32.2678 -2.6234 13.1468 -0.5607 0.1586 0.4275 -0.261
C -27.3653 -1.6740 20.2000 -0.0338 1.0795 -0.5967 -0.089
C -36.1483 -3.9648 9.2548 0.6178 0.1947 0.5205 -0.105
H -28.3464 4.1597 17.3647 0.4585 -0.7890 0.1977 0.090
H -36.7104 -4.4936 10.0267 -0.2802 -0.3161 -0.4236 0.065
H -32.8891 -10.8793 8.5873 -0.0950 0.0944 0.0359 0.075
H -24.2019 -8.2218 15.8621 -0.1060 -0.0805 -0.1461 0.076
H -30.0387 6.3088 15.9085 0.0968 0.2855 -0.4746 0.090
H -27.1726 -3.5760 14.5827 0.4413 -0.1924 -0.0030 0.098
H -26.7382 -1.3724 21.0411 0.1889 -0.5635 0.0534 0.083
H -23.8693 -2.7527 18.7265 0.0150 -0.3825 -0.2502 0.095
H -23.1385 1.8691 17.9936 0.8148 -0.5625 0.1102 0.085
H -28.1965 9.4725 16.2180 0.0061 -0.0472 -0.0173 0.096
H -25.8476 -2.5626 13.9433 -0.0320 0.0122 -0.0330 0.107
H -33.3195 -7.6223 14.2070 0.1469 0.3105 0.0233 0.115
H -31.4656 -7.0207 10.6861 0.4708 -0.0128 0.4121 0.100
H -27.5046 0.2093 14.8116 -0.0425 0.2666 0.0116 0.039
H -28.1024 -2.1343 12.9388 0.4665 -0.0166 -0.1122 0.110
H -27.4524 8.3513 17.3794 0.0686 0.0971 -0.0053 0.057
H -28.4304 9.6994 17.9408 -0.1733 -0.0828 0.0759 0.105
H -35.1168 -9.7388 14.6906 -0.1352 0.0963 0.4391 0.114
H -24.4721 -0.4095 15.3057 -0.1073 0.0872 0.5200 0.099
H -36.7931 -10.3578 13.0283 -0.0249 0.0600 -0.0396 0.076
H -25.0496 -1.6010 18.6785 -0.6128 0.0622 -0.5386 0.093
H -27.2115 -0.8934 19.4408 0.1942 0.0299 0.1088 0.055
H -31.3625 -2.7170 13.7445 0.2728 -0.2980 -0.2209 0.103
H -23.8267 -5.0387 17.9784 0.0144 -0.1559 0.0885 0.087
H -33.9982 -3.7669 12.6397 0.1830 -0.2414 -0.3345 0.102
H -26.5854 -0.1435 13.3119 0.0123 0.4327 0.1417 0.078
H -21.8789 -0.0589 16.9972 0.0261 -0.9694 -0.2217 0.113
H -24.9167 -4.7943 15.1730 0.2220 0.0248 0.0442 0.107
H -33.5576 9.2434 18.4750 0.3395 0.2804 0.4475 0.094
H -27.7230 -2.8922 18.5820 0.0379 -0.7160 -0.2135 0.062
H -26.3288 -1.0823 16.1018 -0.0417 -0.0280 0.3588 0.071
H -32.0215 -2.4312 12.0978 0.2656 0.1783 0.1146 0.111
H -29.3874 3.3788 18.4351 0.1084 -0.2089 -0.0559 0.108
H -24.3152 1.7304 16.9084 0.0256 -0.3047 -0.9896 0.046
H -26.6722 0.9810 16.7545 -0.4019 0.1408 -0.5179 0.058
H -32.6128 10.6381 17.7523 -0.0694 0.0044 0.3861 0.091
H -31.9086 -11.9475 9.5582 -0.2322 -0.1991 0.0848 0.074
H -36.7684 -3.6369 8.4248 -0.2997 -0.0637 0.1948 0.075
H -35.9859 -8.2360 15.0735 0.0403 0.0224 0.0039 0.112
H -29.7838 3.7692 16.8278 -0.2599 -0.6030 0.3432 0.095
H -33.3974 9.4161 16.7901 0.4793 -0.2968 -0.1860 0.093
H -28.7751 1.9909 15.9264 0.4334 0.4425 -0.1207 0.115
H -27.7072 -3.7971 20.1212 -0.3454 0.0423 -0.2665 0.116
H -35.7918 -3.0811 9.7968 -0.0036 0.1634 -0.2858 0.078
H -34.6131 -6.4164 13.9648 0.0921 -0.0745 0.2360 0.106
H -35.7783 -7.9256 12.4399 0.0823 -0.0733 -0.1110 0.105
H -32.3863 -0.5691 13.6846 -0.2823 0.1733 0.1496 0.074
H -23.6677 -2.6790 14.7661 -0.1666 -0.1077 0.0903 0.092
H -22.8762 -0.4391 14.7880 0.2357 -0.5057 -0.0001 0.124
H -33.4008 -1.5794 14.7466 0.3490 -0.2100 0.1727 0.076
H -23.1231 -5.6507 16.5409 -0.1186 -0.4307 -0.1906 0.116
H -27.3132 -2.5196 16.5704 0.1406 0.2840 0.5307 0.081
H -25.5592 -6.7061 18.1100 0.0958 -0.1906 0.2293 0.105
H -34.5246 -9.1501 12.5693 0.0433 0.0344 0.0283 0.100
H -31.4114 -10.2253 11.2130 -0.7286 0.0560 0.3707 0.111
H -32.8862 -8.1850 9.3899 0.0126 -0.1778 -0.1143 0.115
H -28.3940 -1.4669 20.5026 -0.0402 -0.3750 0.0842 0.073
H -33.0431 -5.4102 9.1630 0.1690 -0.6907 0.6557 0.113
H -26.1242 -4.9952 16.3422 0.0934 -0.1686 0.4802 0.096
H -34.4696 -4.0711 7.9774 0.1674 -0.0010 0.1084 0.109
H -28.7814 -1.8536 14.4558 0.0889 -0.0836 0.4080 0.098
H -33.4973 -11.3848 10.1721 0.0258 -0.1189 0.0174 0.071
H -23.9295 -7.5144 17.9828 -0.2612 0.1658 0.6169 0.109
H -31.5645 -4.7790 11.8508 0.0822 0.0681 0.0969 0.109
H -31.0543 -1.2335 16.6952 -0.4195 0.0026 0.2394 0.091
H -26.9927 1.4270 18.3585 -0.3137 0.4256 0.1569 0.080
H -25.5731 -7.1952 15.4821 -0.3828 -0.1468 0.0587 0.057
H -37.7419 -8.9355 13.3353 -0.1673 0.0471 0.2928 0.074
H -25.7530 -8.5974 16.6097 -0.2113 0.0101 -0.2444 0.072
H -30.9453 -9.7593 9.6991 -0.2568 0.2517 -0.3025 0.116
H -33.6724 -8.9886 10.7623 -0.1470 0.0992 -0.3385 0.081
H -25.7588 -4.5854 19.0200 -0.0985 -0.0357 0.0761 0.086
H -31.4338 8.1371 15.9521 0.1831 -0.0020 -0.1414 0.116
H -37.5721 -10.2591 14.5548 -0.0816 0.3767 0.2716 0.074
H -29.5719 -2.1570 16.9470 -0.2649 -0.2719 0.2394 0.055
H -25.1808 -3.4868 20.2803 -0.5916 -0.2925 0.4153 0.119
H -34.9009 -6.8254 10.5558 0.2541 -0.0500 -0.2227 0.103
H -29.4349 0.8294 18.6010 0.2964 0.2381 -0.0161 0.095
H -28.2868 0.2931 13.2058 -0.1296 0.0333 0.1889 0.078
H -30.2551 -1.2439 18.3436 -0.2773 -0.2084 -0.0284 0.100
H -29.6548 7.4175 17.9745 -0.2842 0.4760 0.3114 0.149
H -26.5581 2.6879 17.1880 0.2201 -0.1443 -0.0014 0.058
H -22.6307 -2.8035 16.0994 0.1143 0.4525 0.4059 0.107
H -31.4301 -8.1180 12.0893 -0.0205 0.0343 0.0741 0.089
H -22.5985 1.9692 16.3252 -0.4638 0.3629 -0.1443 0.079
H -29.0666 7.5122 15.1584 -0.3024 -0.4412 -0.3036 0.171
H -28.4349 6.4485 16.2491 0.0852 0.2371 0.1908 0.091
H -23.4161 -0.4749 17.7902 0.2630 -0.5434 -0.1603 0.084
H -33.5066 -4.0733 10.1144 -0.1068 -0.1456 0.5510 0.111
H -35.2459 -5.5857 8.1174 0.0305 -0.2880 0.4057 0.109
H -31.5426 -5.4470 13.5125 0.1645 0.0306 -0.0448 0.079
H -30.6107 9.6902 16.2717 -0.3989 0.1518 0.0744 0.136
H -30.6114 1.2581 17.4059 0.1561 0.5114 -0.3141 0.135
H -35.1616 -5.3829 11.4457 0.1127 0.0446 0.0857 0.097
H -33.3884 -4.0560 14.2257 0.1794 -0.4020 0.0149 0.119
H -33.9447 -1.2473 13.1427 0.1176 0.1668 -0.1170 0.073
```
Positions in Å, forces in eV/Å.

molecular weight	1419.700	g/mol
max |F|	6.52	eV Å⁻¹
E	-215829.482	eV
relative energy (zero: lowest compared OMol25 entry of this formula, charge and spin)	0.0	kJ/mol
orbital gap	0.3255	Ha
HOMO energy	-0.3323	Eh